(1)
{"formula": "C2H7NO2S2", "method": "wB97M-V/def2-TZVPD", "multiplicity": 1, "relative_energy_kcal_mol": 68.15, "orbital_gap_ev": 8.541, "symbols": ["C", "C", "N", "O", "O", "S", "S", "H", "H", "H", "H", "H", "H", "H"], "coordinates": [[1.093674, 0.833142, 0.163131], [0.588972, -0.362756, -0.579167], [-1.923699, -0.519687, 0.472660], [0.080717, -0.729097, 2.137492], [1.566447, -1.195007, -1.110235], [-0.144821, 2.096760, 0.377773], [-0.375399, -1.301513, 0.851797], [1.926028, 1.298759, -0.561598], [1.627591, 0.586970, 1.201779], [-0.329051, -0.094776, -1.146797], [-2.463417, -0.404136, 1.370903], [-2.336102, -1.060288, -0.266311], [1.528663, -1.156859, -2.121509], [-0.839602, 2.008486, -0.789918]], "forces_ev_per_a": [[3.77, 1.17, -1.15], [-1.84, -0.38, 2.00], [1.10, 0.17, 1.53], [-0.28, -0.20, -0.38], [-0.38, 0.23, -2.27], [-0.59, 0.89, 0.52], [-0.38, 0.14, -0.31], [-1.43, -1.04, 1.71], [-1.45, 0.52, -2.26], [1.08, -0.31, -0.56], [0.59, -0.52, -1.55], [-0.80, -0.36, 0.14], [0.06, -0.10, 2.21], [0.54, -0.21, 0.37]]}


(2)
{"formula": "C9H15NO3", "method": "wB97M-V/def2-TZVPD", "multiplicity": 1, "relative_energy_kcal_mol": 128.38, "smiles": "C/[N+]([O-])=C1/C(=O)C(C)(C)OC1(C)C", "orbital_gap_ev": [8.860, 8.859], "symbols": ["C", "N", "O", "C", "C", "O", "C", "C", "C", "O", "C", "C", "C", "H", "H", "H", "H", "H", "H", "H", "H", "H", "H", "H", "H", "H", "H", "H"], "coordinates": [[3.062626, -1.509866, -0.024081], [1.838172, -1.423238, 0.881116], [2.112288, -1.972682, 1.986114], [0.760740, -0.749996, 0.631271], [-0.361526, -0.572665, 1.670871], [-0.394574, -1.103111, 2.744335], [-1.431333, 0.202923, 1.034472], [-1.794489, 1.454990, 1.824694], [-2.685597, -0.743274, 0.956184], [-0.980756, 0.447654, -0.325969], [0.332869, -0.036473, -0.613228], [1.309435, 1.163154, -0.776887], [0.196659, -0.946742, -1.834582], [3.088679, -2.537629, -0.299870], [2.790888, -1.016257, -1.006933], [3.900315, -1.206094, 0.665302], [-1.448169, 2.456141, 1.376990], [-1.210532, 1.368640, 2.700265], [-2.962368, 1.514043, 2.087927], [-3.445439, -0.368361, 1.596788], [-2.455777, -1.751303, 1.237349], [-3.019613, -0.725483, -0.029487], [2.181259, 0.784598, -0.164160], [0.797530, 1.961540, -0.392236], [1.519473, 1.501208, -1.771982], [-0.073739, -0.430174, -2.795450], [-0.666799, -1.690822, -1.577922], [1.154244, -1.457610, -1.946102]], "forces_ev_per_a": [[-1.80, 0.90, -0.46], [1.85, -0.15, 0.66], [-0.54, 0.04, -0.17], [-2.07, -0.12, 0.94], [2.49, -1.61, -0.66], [-0.22, 0.35, 0.52], [-1.82, -0.04, -1.49], [-1.74, 1.88, -0.69], [1.41, 0.57, 0.84], [-0.40, 0.35, 0.72], [0.26, 0.49, -0.82], [1.08, -2.82, 0.19], [-1.42, -0.88, 0.19], [0.47, -0.97, 0.21], [1.21, 0.14, 1.39], [-0.81, -0.07, -1.39], [-0.66, -1.66, 0.19], [0.11, 0.14, 1.55], [2.84, 0.02, -0.61], [-0.67, 0.10, 0.56], [0.18, -0.57, 0.15], [-0.67, 0.05, -1.73], [-0.48, 1.73, -1.09], [-0.84, 2.09, 1.74], [0.51, -0.49, -0.79], [0.30, -0.23, 1.10], [1.74, 1.06, -0.64], [-0.31, -0.31, -0.41]]}


(3)
{"formula": "C18H18Cl3N2O2RhS2", "method": "wB97M-V/def2-TZVPD", "multiplicity": 1, "orbital_gap_ev": 7.710, "symbols": ["Rh", "C", "N", "C", "C", "N", "C", "C", "C", "C", "C", "C", "C", "S", "C", "C", "C", "C", "C", "C", "S", "H", "H", "H", "H", "H", "H", "H", "H", "H", "H", "H", "H", "H", "H", "H", "H", "H", "H", "Cl", "C", "Cl", "Cl", "C", "O", "O"], "coordinates": [[0.156074, 0.544757, -0.043809], [-2.645147, -0.645468, 0.304676], [-1.236234, -1.096962, 0.292741], [-1.007667, -1.975666, -0.892298], [0.453036, -1.974855, -1.302274], [0.906171, -0.583955, -1.557216], [0.313122, -0.055435, -2.819032], [2.362782, -0.426111, -1.664999], [3.159782, -1.407984, -2.224961], [4.516988, -1.173922, -2.397061], [5.051930, 0.049869, -2.021176], [4.246384, 1.028397, -1.462034], [2.885539, 0.804069, -1.265077], [1.845441, 2.013589, -0.517786], [-0.895534, -1.830932, 1.521764], [-1.772673, -2.775948, 2.044148], [-1.439397, -3.492267, 3.179674], [-0.212381, -3.266201, 3.792152], [0.666106, -2.340121, 3.267061], [0.342413, -1.609656, 2.118073], [1.508076, -0.481171, 1.462216], [-3.338072, -1.487958, 0.270664], [-2.820537, -0.014262, -0.562224], [-2.822250, -0.074671, 1.213724], [-1.651884, -1.625779, -1.698619], [-1.304514, -3.000228, -0.653055], [0.584343, -2.589351, -2.196898], [1.070748, -2.375561, -0.499384], [0.634273, -0.681137, -3.654603], [0.664410, 0.964496, -2.955194], [-0.771080, -0.035311, -2.749948], [2.738911, -2.358411, -2.526225], [5.147887, -1.943076, -2.821121], [6.109600, 0.239461, -2.150763], [4.670257, 1.973275, -1.146654], [-2.726676, -2.959072, 1.568412], [-2.132969, -4.215842, 3.585813], [0.056316, -3.812873, 4.686775], [1.620725, -2.158192, 3.744309], [-2.849205, 3.923282, 1.916158], [-2.602788, 3.448748, 0.242183], [-4.138129, 2.875675, -0.444164], [-1.995536, 4.819643, -0.695820], [-1.570295, 2.308684, 0.121491], [-1.382602, 1.794188, -1.007280], [-0.949850, 1.922283, 1.140731]], "forces_ev_per_a": [[-0.38, -0.25, 0.08], [0.00, -0.04, 0.05], [-0.05, -0.07, -0.02], [0.01, -0.06, 0.05], [0.02, 0.02, 0.03], [0.06, -0.03, -0.06], [0.03, 0.00, 0.01], [-0.01, 0.04, 0.03], [0.03, -0.01, -0.01], [-0.02, -0.01, 0.00], [0.00, 0.01, 0.00], [0.01, 0.01, 0.00], [-0.02, 0.00, -0.02], [0.16, 0.01, -0.07], [0.07, 0.01, -0.01], [0.01, 0.00, 0.01], [-0.03, 0.00, -0.01], [0.02, 0.01, 0.01], [0.00, -0.02, 0.01], [-0.03, -0.03, -0.04], [0.07, 0.17, 0.07], [0.00, -0.01, 0.00], [0.00, 0.01, -0.01], [0.00, 0.01, -0.01], [0.05, 0.05, -0.02], [-0.06, 0.01, -0.03], [-0.03, -0.01, 0.00], [0.03, 0.00, -0.02], [-0.01, 0.00, -0.01], [0.00, 0.00, -0.01], [0.00, 0.01, 0.00], [0.00, 0.00, 0.00], [0.00, 0.00, 0.00], [0.00, 0.00, 0.00], [0.00, 0.00, 0.00], [-0.01, 0.00, 0.00], [0.00, 0.00, 0.00], [0.00, 0.00, 0.00], [0.00, 0.00, 0.00], [0.00, 0.00, 0.00], [-0.01, -0.01, 0.00], [0.00, 0.00, 0.00], [0.00, 0.00, 0.00], [-0.01, -0.03, -0.03], [0.04, 0.18, 0.03], [0.04, 0.03, -0.02]]}